# 1
# C34H80BBrN5O10

A cluster of 6 separate species, C34H80BBrN5O10 in total (ωB97M-V/def2-TZVPD, OMol25).

## Properties
**Largest force on an atom**: 1.91 eV Å⁻¹
**HOMO energy**: -4.76 eV
**Orbital gap**: 6.536 eV

The geometry in ORCA input format:
```
! RIJCOSX wB97M-V def2-TZVPD def2/J DEFGRID3
* xyz -1 1
C 4.381 -3.630 -4.064
C 4.135 -3.196 -5.485
O 3.233 -3.636 -6.151
O 5.016 -2.289 -6.006
C 4.959 -1.004 -5.384
C 3.766 -0.176 -5.850
C 3.413 0.874 -4.791
C 2.575 0.311 -3.625
C 1.285 1.065 -3.331
C 0.286 1.143 -4.483
C -0.018 -0.165 -5.219
C -0.360 -1.386 -4.365
C -1.876 -1.519 -4.062
C -2.330 -1.257 -2.596
C -1.347 -0.554 -1.729
O -1.376 0.634 -1.467
O -2.709 -0.888 -4.960
B -2.885 -1.784 -6.181
O -2.304 -3.114 -5.714
C -2.300 -2.995 -4.366
Br -1.264 -4.388 -3.431
H 5.398 -3.420 -3.752
H 3.664 -3.144 -3.407
H 4.189 -4.697 -4.007
H 5.888 -0.496 -5.630
H 4.887 -1.109 -4.300
H 3.922 0.245 -6.840
H 2.927 -0.865 -5.951
H 4.359 1.225 -4.368
H 2.949 1.746 -5.242
H 2.398 -0.755 -3.765
H 3.183 0.382 -2.720
H 1.528 2.079 -3.008
H 0.804 0.596 -2.477
H 0.698 1.829 -5.225
H -0.661 1.579 -4.173
H 0.797 -0.417 -5.898
H -0.880 0.016 -5.857
H 0.227 -1.436 -3.449
H -0.075 -2.267 -4.938
H -2.648 -2.179 -2.115
H -3.210 -0.619 -2.656
H -0.547 -1.181 -1.293
H -2.176 -1.367 -7.111
H -4.060 -1.861 -6.511
H -3.320 -3.114 -3.973
C 1.943 1.216 5.194
C 1.318 1.067 3.811
C 1.418 -0.355 3.251
O 2.696 -0.720 2.763
C 3.624 -1.133 3.741
N 1.892 2.075 2.918
H 3.031 1.274 5.139
H 1.596 2.134 5.667
H 1.680 0.384 5.848
H 0.250 1.278 3.912
H 0.750 -0.429 2.392
H 1.073 -1.091 3.992
H 3.131 -1.676 4.555
H 4.180 -0.289 4.159
H 4.336 -1.801 3.256
H 1.394 2.067 2.031
H 2.834 1.780 2.680
C 6.062 0.463 9.748
C 5.051 -0.544 9.208
C 4.443 -0.153 7.855
O 3.466 0.863 7.911
C 3.963 2.186 7.964
N 4.028 -0.785 10.230
H 5.573 1.337 10.176
H 6.656 0.007 10.539
H 6.743 0.800 8.964
H 5.583 -1.486 9.046
H 3.924 -1.028 7.453
H 5.227 0.116 7.133
H 4.887 2.288 7.387
H 4.138 2.513 8.992
H 3.206 2.834 7.527
H 3.425 -1.544 9.930
H 3.419 0.028 10.255
C -1.892 5.969 -7.891
C -0.558 5.542 -7.286
C -0.241 4.051 -7.462
O -0.950 3.192 -6.606
C -2.265 2.849 -7.010
N -0.518 5.956 -5.881
H -2.731 5.673 -7.263
H -1.928 7.054 -7.989
H -2.036 5.533 -8.881
H 0.230 6.091 -7.814
H 0.814 3.901 -7.211
H -0.370 3.742 -8.509
H -2.339 2.773 -8.099
H -3.001 3.570 -6.642
H -2.495 1.877 -6.574
H 0.411 5.785 -5.508
H -1.118 5.324 -5.358
C -3.919 -2.175 6.322
C -2.514 -2.432 5.784
C -1.518 -1.329 6.172
O -1.588 -0.111 5.471
C -2.611 0.780 5.863
N -2.643 -2.707 4.349
H -4.452 -1.443 5.716
H -4.500 -3.097 6.299
H -3.892 -1.817 7.354
H -2.136 -3.343 6.257
H -0.505 -1.697 5.979
H -1.591 -1.136 7.252
H -2.806 0.713 6.939
H -3.536 0.600 5.309
H -2.271 1.788 5.629
H -1.749 -3.014 3.975
H -2.834 -1.834 3.861
C -6.542 -1.021 1.852
C -5.408 -0.363 1.070
C -5.424 -0.720 -0.425
O -4.980 -2.021 -0.742
C -5.921 -3.060 -0.563
N -4.145 -0.673 1.753
H -6.333 -2.070 2.059
H -6.672 -0.524 2.813
H -7.486 -0.960 1.307
H -5.549 0.720 1.132
H -4.742 -0.046 -0.949
H -6.426 -0.555 -0.844
H -6.937 -2.721 -0.787
H -5.888 -3.469 0.451
H -5.656 -3.857 -1.256
H -3.384 -0.136 1.345
H -3.914 -1.641 1.538
*
```

---

# 2
# C34H80F3N8O8STl

A structure of composition C34H80F3N8O8STl (ωB97M-V/def2-TZVPD, OMol25).

## Properties
**Largest force on an atom**: 4.93 eV Å⁻¹
**HOMO energy**: -12.86 eV
**Orbital gap**: 1.703 eV

The geometry in ORCA input format:
```
! RIJCOSX wB97M-V def2-TZVPD def2/J DEFGRID3
* xyz 2 1
Tl -5.128 2.033 -0.834
C -0.632 1.374 1.159
F 0.304 2.303 1.010
F -0.052 0.203 1.555
F -1.483 1.845 2.118
S -1.692 1.089 -0.472
O -0.887 0.376 -1.471
O -2.849 0.313 0.016
O -2.184 2.403 -0.945
C 3.190 -2.692 -0.124
C 2.518 -3.797 -1.034
N 2.428 -3.321 -2.449
C 3.701 -2.829 -3.006
C 4.694 -3.968 -3.079
C 1.306 -2.308 -2.498
C 1.153 -1.740 -3.956
H 3.248 -3.043 0.906
H 2.680 -1.729 -0.106
H 4.218 -2.539 -0.451
H 3.020 -4.761 -0.950
H 1.523 -4.089 -0.698
H 3.531 -2.588 -4.056
H 4.091 -1.936 -2.517
H 4.216 -4.801 -3.594
H 5.494 -3.681 -3.761
H 4.987 -4.306 -2.085
H 1.332 -1.543 -1.722
H 0.377 -2.807 -2.221
H 1.837 -0.920 -4.180
H 0.105 -1.445 -3.998
H 1.275 -2.627 -4.578
C 4.993 1.463 -1.797
C 4.070 1.708 -0.601
N 4.799 2.342 0.518
C 6.079 1.801 1.126
C 5.953 0.274 1.581
C 3.776 2.781 1.465
C 4.332 3.802 2.499
H 5.120 2.348 -2.421
H 4.505 0.721 -2.429
H 6.003 1.146 -1.540
H 3.140 2.211 -0.864
H 3.863 0.718 -0.193
H 6.873 1.831 0.380
H 6.536 2.410 1.906
H 5.390 -0.375 0.910
H 6.981 -0.088 1.554
H 5.587 0.088 2.591
H 3.375 1.944 2.037
H 2.890 3.139 0.942
H 3.518 4.277 3.048
H 4.943 4.567 2.021
H 4.902 3.296 3.278
C -2.017 -2.666 3.812
C -1.362 -3.263 2.581
N -2.341 -4.012 1.827
C -2.525 -5.397 2.342
C -3.927 -5.839 1.782
C -1.797 -4.123 0.459
C -1.750 -2.743 -0.214
H -2.510 -3.379 4.473
H -2.952 -2.186 3.523
H -1.325 -2.055 4.391
H -0.877 -2.440 2.057
H -0.605 -4.003 2.844
H -1.750 -6.132 2.122
H -2.760 -5.358 3.406
H -4.084 -5.905 0.706
H -4.246 -6.799 2.190
H -4.703 -5.145 2.104
H -2.347 -4.850 -0.138
H -0.787 -4.530 0.430
H -1.666 -2.845 -1.296
H -0.959 -2.065 0.107
H -2.684 -2.211 -0.033
C -4.947 4.147 -5.083
C -3.762 3.949 -4.122
O -3.835 3.039 -3.267
N -2.645 4.706 -4.326
C -1.408 4.499 -3.548
H -5.742 4.683 -4.566
H -5.272 3.169 -5.439
H -4.609 4.810 -5.879
H -2.596 5.476 -4.977
H -1.581 4.700 -2.490
H -0.675 5.233 -3.882
H -1.094 3.460 -3.649
C 1.201 5.123 -0.313
C 0.630 6.432 -0.803
O 1.397 7.149 -1.396
N -0.659 6.748 -0.592
C -1.279 7.996 -1.118
H 1.717 5.327 0.626
H 1.897 4.663 -1.014
H 0.359 4.489 -0.034
H -1.235 6.071 -0.112
H -0.632 8.555 -1.793
H -1.654 8.672 -0.349
H -2.175 7.717 -1.673
C -4.326 -2.539 -3.034
C -3.947 -1.120 -3.401
O -4.334 -0.224 -2.691
N -3.068 -0.943 -4.367
C -2.601 0.341 -4.811
H -4.293 -2.644 -1.950
H -3.702 -3.248 -3.579
H -5.363 -2.706 -3.327
H -2.849 -1.849 -4.756
H -2.126 0.875 -3.988
H -3.446 0.943 -5.146
H -1.879 0.235 -5.620
C -5.649 -0.442 3.901
C -5.002 0.622 3.031
O -5.393 0.868 1.914
N -3.903 1.222 3.520
C -3.112 0.959 4.668
H -6.017 -0.009 4.831
H -4.964 -1.170 4.336
H -6.425 -1.004 3.382
H -3.472 1.866 2.872
H -2.539 0.057 4.456
H -3.743 0.769 5.537
H -2.418 1.792 4.784
C 2.288 -1.320 3.101
C 1.780 -1.383 4.506
O 1.082 -0.509 4.994
N 2.124 -2.375 5.246
C 3.094 -3.416 4.912
H 1.673 -1.782 2.329
H 3.305 -1.705 3.018
H 2.206 -0.247 2.929
H 1.815 -2.457 6.204
H 4.133 -3.177 5.140
H 2.895 -3.742 3.891
H 2.802 -4.284 5.502
*
```

---

# 3
# C34H80F6Na2O22S2

A structure of composition C34H80F6Na2O22S2 (ωB97M-V/def2-TZVPD, OMol25).

## Properties
**Largest force on an atom**: 1.52 eV Å⁻¹
**Relative energy (zero: lowest compared OMol25 entry of this formula, charge and spin)**: 0.0 kJ/mol
**HOMO energy**: -9.10 eV
**Orbital gap**: 8.771 eV

The geometry in ORCA input format:
```
! RIJCOSX wB97M-V def2-TZVPD def2/J DEFGRID3
* xyz 0 1
Na -2.024 -3.383 2.711
Na -2.244 1.386 4.023
C 1.280 -1.544 5.712
F 1.718 -2.755 6.052
F 1.454 -0.736 6.771
F 2.004 -1.087 4.692
S -0.502 -1.635 5.294
O -0.861 -0.325 4.793
O -0.531 -2.653 4.247
O -1.130 -2.000 6.537
C 0.410 -0.245 0.332
F 0.606 -1.011 -0.751
F 1.168 -0.768 1.315
F 0.839 0.995 0.121
S -1.338 -0.305 0.827
O -1.375 0.526 2.014
O -2.053 0.276 -0.283
O -1.583 -1.715 1.053
C -3.301 -8.882 0.898
O -2.481 -7.959 1.585
C -1.668 -7.212 0.724
C -2.355 -6.101 -0.039
O -2.770 -5.097 0.856
C -3.667 -4.181 0.284
H -3.899 -9.399 1.644
H -2.679 -9.574 0.324
H -4.017 -8.365 0.248
H -1.102 -7.852 0.031
H -0.896 -6.724 1.330
H -3.172 -6.466 -0.673
H -1.598 -5.713 -0.739
H -3.222 -3.491 -0.444
H -3.960 -3.507 1.088
H -4.580 -4.636 -0.109
C -1.276 3.310 -6.941
O -1.440 2.070 -6.313
C -0.225 1.471 -5.931
C 0.455 2.142 -4.749
O -0.536 2.414 -3.785
C -0.116 2.516 -2.422
H -2.202 3.615 -7.425
H -0.514 3.261 -7.737
H -0.978 4.086 -6.225
H 0.438 1.392 -6.802
H -0.532 0.481 -5.588
H 1.016 3.070 -4.919
H 1.175 1.385 -4.389
H -0.410 1.580 -1.950
H -0.623 3.370 -1.980
H 0.969 2.659 -2.377
C 3.595 -2.740 0.649
O 4.392 -3.444 -0.257
C 3.781 -3.879 -1.435
C 4.835 -4.665 -2.190
O 4.341 -4.913 -3.489
C 5.107 -5.865 -4.181
H 4.199 -2.439 1.498
H 2.751 -3.337 1.031
H 3.096 -1.878 0.188
H 3.500 -3.053 -2.101
H 2.923 -4.536 -1.250
H 5.091 -5.624 -1.714
H 5.791 -4.120 -2.201
H 4.849 -5.832 -5.238
H 4.891 -6.871 -3.797
H 6.182 -5.665 -4.095
C -1.314 2.059 7.238
O -1.508 2.644 5.960
C -0.663 3.760 5.712
C -1.100 4.402 4.427
O -1.084 3.495 3.358
C -1.346 4.100 2.101
H -0.312 1.643 7.366
H -2.022 1.236 7.320
H -1.548 2.786 8.022
H 0.377 3.410 5.713
H -0.720 4.487 6.533
H -0.477 5.268 4.162
H -2.104 4.829 4.594
H -1.316 3.280 1.384
H -0.586 4.843 1.847
H -2.350 4.535 2.111
C -0.711 -3.012 -3.986
O -1.809 -2.180 -4.221
C -1.924 -1.189 -3.221
C -2.821 -0.053 -3.571
O -4.208 -0.420 -3.686
C -4.729 -1.089 -2.567
H -0.752 -3.475 -2.990
H 0.244 -2.475 -4.081
H -0.709 -3.796 -4.744
H -0.911 -0.805 -3.006
H -2.218 -1.621 -2.253
H -2.606 0.372 -4.552
H -2.757 0.764 -2.848
H -5.807 -1.131 -2.717
H -4.485 -0.590 -1.621
H -4.363 -2.124 -2.516
C -6.300 3.980 7.179
O -6.210 4.119 5.779
C -5.118 3.426 5.230
C -5.383 3.303 3.750
O -4.245 2.742 3.128
C -4.451 2.300 1.784
H -6.448 2.922 7.434
H -7.159 4.554 7.514
H -5.395 4.325 7.691
H -5.008 2.434 5.689
H -4.181 3.985 5.370
H -5.591 4.300 3.341
H -6.267 2.682 3.568
H -5.497 2.342 1.485
H -4.056 1.290 1.674
H -3.855 2.932 1.122
C 1.923 2.421 3.079
O 3.188 3.031 3.164
C 4.120 2.504 2.249
C 3.843 2.836 0.795
O 3.953 4.230 0.591
C 3.816 4.576 -0.757
H 1.466 2.391 2.086
H 1.253 2.854 3.806
H 2.039 1.355 3.345
H 4.219 1.411 2.309
H 5.051 3.011 2.510
H 2.874 2.457 0.449
H 4.628 2.346 0.195
H 2.898 4.193 -1.219
H 4.695 4.298 -1.350
H 3.738 5.667 -0.803
C 3.498 0.053 -2.367
O 3.678 0.879 -3.488
C 4.524 0.366 -4.483
C 4.362 1.196 -5.727
O 4.804 2.536 -5.614
C 6.195 2.668 -5.604
H 4.447 -0.048 -1.831
H 3.123 -0.918 -2.723
H 2.699 0.442 -1.739
H 4.212 -0.659 -4.743
H 5.567 0.354 -4.142
H 3.299 1.250 -5.959
H 4.907 0.697 -6.541
H 6.478 3.669 -5.278
H 6.617 2.571 -6.617
H 6.700 1.952 -4.950
*
```

---

Q: The lowest HOMO energy belongs to which entry?
A: C34H80F3N8O8STl

---

Q: Which of these has the highest largest force on an atom?
A: C34H80F3N8O8STl